# 1
Entry from OMol25: the molecule C7H6Br2O (ωB97M-V/def2-TZVPD).

The geometry in XYZ format:
```
16
Properties=species:S:1:pos:R:3
C -1.43 0.86 0.68
C -0.46 1.55 0.11
C 0.62 -1.90 -0.63
C -1.18 -0.66 0.45
C 0.58 0.67 -0.51
C -0.18 -0.66 -0.73
C 1.60 0.50 0.59
O 0.34 -3.06 -0.74
Br 2.88 1.91 0.68
Br 2.53 -1.53 0.05
H -2.19 1.31 1.19
H -0.49 2.57 0.20
H -0.90 -0.91 1.47
H -2.17 -1.04 0.15
H 1.09 1.18 -1.32
H -0.63 -0.79 -1.64
```

Output
Highest occupied orbital energy (alpha / beta)   -7.53 / -7.52 eV
Energy relative to the best compared isomer or geometry (same formula, charge and spin)   76.6 kcal per mole
Max |F|   3.7 eV/A
Calculated total energy   -149483.85400 eV
Orbital gap (alpha / beta)   7.3 / 7.3 eV

Listed below, in e, are the Löwdin charges computed for each atom: C -0.039; C -0.097; C -0.538; C -0.085; C -0.460; C -0.238; C -0.780; O 0.087; Br 0.606; Br 0.869; H 0.084; H 0.090; H 0.130; H 0.124; H 0.115; H 0.134

=====

# 2
Entry from OMol25: the molecule C7H6BrF3S (ωB97M-V/def2-TZVPD).

The geometry in XYZ format:
```
18
Properties=species:S:1:pos:R:3
C -1.75 1.19 0.24
C -1.05 0.84 1.45
C -1.33 0.73 -0.95
C 0.17 0.29 1.40
C -0.17 -0.20 -1.03
C 0.82 0.08 0.09
C 1.97 -0.92 0.17
F 1.59 -2.09 0.70
F 2.51 -1.19 -1.02
F 2.96 -0.47 0.96
S -0.84 -1.94 -0.83
Br 1.73 1.82 -0.45
H -2.62 1.81 0.31
H -1.52 1.05 2.40
H -1.86 0.92 -1.86
H 0.75 0.06 2.28
H 0.33 -0.18 -2.00
H -1.69 -1.82 -1.85
```

Output
Highest occupied orbital energy   -9.06 eV
Energy relative to the best compared isomer or geometry (same formula, charge and spin)   0.0 kcal per mole
Max |F|   0.6 eV/A
Calculated total energy   -96386.14222 eV
SMILES string   FC(F)(F)[C@]1(Br)C=CC=C[C@@H]1S
Orbital gap   8.7 eV

Listed below, in e, are the Löwdin charges computed for each atom: C -0.094; C -0.072; C -0.147; C -0.104; C -0.617; C -0.659; C -0.714; F 0.114; F 0.135; F 0.116; S 0.817; Br 0.795; H 0.108; H 0.112; H 0.113; H 0.125; H 0.104; H -0.133

=====

# 3
Entry from OMol25: the molecule C7H6BrN3O2 (ωB97M-V/def2-TZVPD).

The geometry in XYZ format:
```
19
Properties=species:S:1:pos:R:3
C -1.37 2.06 1.55
C -0.67 2.13 0.41
C -1.76 0.73 2.12
C -0.43 0.89 -0.33
C -1.23 -0.45 1.66
C -0.46 -0.41 0.52
C 1.58 -1.92 -1.84
N 0.18 -1.40 -0.05
N 0.49 -1.70 -1.19
N 2.87 -1.43 -1.55
O 3.73 -1.93 -2.25
O 3.00 -0.58 -0.70
Br -1.99 0.49 -1.53
H -1.68 2.93 2.12
H -0.27 2.89 -0.17
H -2.45 0.65 2.99
H 0.45 0.83 -0.97
H -1.41 -1.39 2.05
H 1.42 -2.39 -2.85
```

Output
Highest occupied orbital energy   -8.52 eV
Max |F|   5.5 eV/A
Calculated total energy   -85957.44553 eV
SMILES string   O=[N+]([O-])/C=N\N=C1\C=CC=C[C@@H]1Br
Orbital gap   7.4 eV

Listed below, in e, are the Löwdin charges computed for each atom: C -0.064; C -0.133; C -0.028; C -0.545; C -0.050; C -0.340; C -0.073; N 0.092; N 0.050; N -0.407; O 0.074; O 0.083; Br 0.694; H 0.109; H 0.089; H 0.117; H 0.087; H 0.094; H 0.151

=====

# 4
Entry from OMol25: the molecule C7H6Cl2FNO (ωB97M-V/def2-TZVPD).

The geometry in XYZ format:
```
18
Properties=species:S:1:pos:R:3
C 0.84 1.77 -0.20
C 1.91 1.00 -0.21
C -0.50 1.44 0.06
C 1.79 -0.32 0.33
C -2.94 -1.28 -0.31
C -1.21 0.33 -0.29
C 2.70 -1.32 0.27
N -2.42 -0.13 0.18
O -2.34 -2.18 -0.79
F 2.60 -2.33 1.12
Cl -4.71 -1.34 0.05
Cl 4.14 -1.45 -0.64
H 0.99 2.76 -0.48
H 2.89 1.27 -0.46
H -1.03 2.21 0.52
H 0.87 -0.46 0.87
H -0.76 -0.40 -0.94
H -2.82 0.43 0.93
```

Output
Highest occupied orbital energy   -8.10 eV
Energy relative to the best compared isomer or geometry (same formula, charge and spin)   0.0 kcal per mole
Max |F|   3.4 eV/A
Calculated total energy   -38654.46398 eV
SMILES string   O=C(Cl)N/C=C/C=C\C=C(\F)Cl
Orbital gap   8.2 eV

Listed below, in e, are the Löwdin charges computed for each atom: C -0.130; C -0.097; C -0.093; C -0.110; C -0.856; C -0.086; C -0.749; N 0.019; O 0.076; F 0.009; Cl 0.621; Cl 0.734; H 0.088; H 0.095; H 0.085; H 0.113; H 0.129; H 0.152

=====

# 5
Entry from OMol25: the molecule C7H6Cl2N2 (ωB97M-V/def2-TZVPD).

The geometry in XYZ format:
```
17
Properties=species:S:1:pos:R:3
C 1.13 -0.91 0.26
C 0.35 -1.19 -0.88
C 0.76 0.12 1.08
C -0.73 -0.43 -1.16
C -0.38 0.93 0.84
C -1.14 0.72 -0.38
C -1.61 2.54 2.33
N -0.57 1.88 1.82
N -2.05 1.54 -0.80
Cl -3.16 2.47 1.64
Cl -1.26 3.78 3.46
H 1.99 -1.51 0.50
H 0.63 -2.01 -1.52
H 1.35 0.33 1.97
H -1.33 -0.63 -2.04
H 0.26 1.98 2.40
H -2.45 1.26 -1.69
```

Output
Highest occupied orbital energy (alpha / beta)   -7.14 / -6.75 eV
Energy relative to the best compared isomer or geometry (same formula, charge and spin)   28.7 kcal per mole
Max |F|   1.0 eV/A
Calculated total energy   -35378.81846 eV
Orbital gap (alpha / beta)   7.0 / 6.0 eV

Listed below, in e, are the Löwdin charges computed for each atom: C -0.107; C -0.100; C -0.058; C -0.047; C -0.186; C -0.358; C -1.149; N -0.003; N 0.045; Cl 0.726; Cl 0.657; H 0.096; H 0.102; H 0.108; H 0.104; H 0.133; H 0.037

=====

# 6
Entry from OMol25: the molecule C7H6F8O3 (ωB97M-V/def2-TZVPD).

The geometry in XYZ format:
```
24
Properties=species:S:1:pos:R:3
O 1.83 0.71 0.94
F -1.62 1.71 0.37
F 0.14 3.01 0.30
F 2.24 -1.90 1.30
F 0.49 -2.83 2.32
F 1.24 1.43 -1.65
F -0.33 -0.03 -1.63
F -1.15 -1.13 0.59
F -0.28 -0.21 2.33
O -1.30 2.74 -1.41
O 0.62 -2.93 0.15
C 0.84 0.25 0.36
C -1.95 4.10 -1.23
C 1.14 -4.27 0.00
C -0.61 2.14 -0.35
C 0.87 -2.08 1.25
C 0.31 0.94 -0.83
C 0.08 -0.83 1.13
H -2.16 4.29 -0.15
H -1.33 4.84 -1.67
H -2.99 4.15 -1.67
H 1.72 -4.46 -0.95
H 0.39 -4.98 -0.20
H 1.79 -4.66 0.71
```

Output
Highest occupied orbital energy   -11.38 eV
Max |F|   6.3 eV/A
Calculated total energy   -35235.95375 eV
SMILES string   COC(F)(F)C(F)(F)C(=O)C(F)(F)C(F)(F)OC
Orbital gap   10.5 eV

Listed below, in e, are the Löwdin charges computed for each atom: O 0.202; F 0.177; F 0.191; F 0.130; F 0.136; F 0.172; F 0.103; F 0.133; F 0.125; O -0.047; O -0.034; C -0.149; C 0.008; C -0.031; C -0.565; C -0.446; C -0.320; C -0.313; H 0.097; H 0.072; H 0.106; H 0.108; H 0.074; H 0.070

=====

> Among the records above, which one has the highest calculated total energy?

C7H6F8O3